Model P:
Below is an isolated molecule of C5H4S, with properties calculated with the ωB97M-V functional and the def2-TZVPD basis.

Last column: Mulliken charge in e.
Cartesian coordinates (Å):
C (-1.29, 0.88, 0.07)  -0.444
C (0.04, 0.36, 0.03)  -0.063
C (1.26, 0.14, -0.09)  0.528
C (2.62, -0.09, -0.08)  -0.520
C (3.83, -0.27, 0.04)  -0.349
H (-1.59, -1.18, 0.63)  0.118
H (-1.43, 1.61, 0.97)  0.281
H (-1.51, 1.48, -0.95)  0.249
H (4.93, -0.51, 0.15)  0.382
S (-2.45, -0.47, -0.04)  -0.183

Values from the calculation:
**HOMO level**: -0.33523 Eh
**Structure (SMILES)**: C#CC#CCS
**LUMO**: 0.52 eV


Model Q:
Below is an isolated molecule of C5H4S, with properties calculated with the ωB97M-V functional and the def2-TZVPD basis.

Last column: Mulliken charge in e.
Cartesian coordinates (Å):
C (0.17, -1.61, 0.55)  0.291
C (-0.77, -1.97, -0.23)  -0.589
C (0.75, -0.45, 0.92)  -0.599
C (-1.30, -0.74, -0.79)  0.035
C (-0.62, 0.51, -0.27)  -0.547
S (-2.17, 0.17, 0.51)  -0.063
H (0.74, 0.03, 1.87)  0.340
H (1.43, 0.01, 0.13)  0.248
H (-1.74, -0.59, -1.82)  0.395
H (-0.34, 1.34, -0.79)  0.489

Values from the calculation:
**HOMO level (alpha / beta)**: -0.31148 / -0.31173 Eh
**LUMO (alpha / beta)**: -0.92 / -0.91 eV


model P is favored, and the nearest alternative lies 286.6 kJ/mol above it.


Model P:
Below is a structure of composition C2H5N4, with properties calculated with the ωB97M-V functional and the def2-TZVPD basis.

Last column: Mulliken charge in e.
Cartesian coordinates (Å):
C (-1.23, -0.68, 0.19)  0.117
C (1.33, -0.46, -0.10)  -0.187
N (-1.43, 0.62, 0.25)  -0.140
N (-0.17, 0.80, -0.50)  0.160
N (-0.06, -0.67, -0.52)  -0.175
N (0.97, 0.91, 0.29)  -0.342
H (-1.99, -1.47, 0.21)  0.368
H (1.58, -1.19, 0.83)  0.318
H (1.77, -0.76, -1.08)  0.305
H (-2.22, 1.14, 0.55)  0.249
H (1.44, 1.77, -0.11)  0.328

Values from the calculation:
**HOMO level**: -0.54915 Eh
**Total charge**: +1
**LUMO**: -5.18 eV


Model Q:
Below is the ion C2H5N4 with charge +1, with properties calculated with the ωB97M-V functional and the def2-TZVPD basis.

Last column: Mulliken charge in e.
Cartesian coordinates (Å):
C (-0.75, -0.75, 0.37)  -0.116
C (0.03, 1.55, -0.16)  -0.403
N (1.77, 0.00, -0.60)  -0.189
N (1.25, -1.04, -0.58)  0.137
N (-0.08, -1.32, -0.62)  -0.007
N (-0.39, 0.53, 0.68)  -0.096
H (-1.12, -1.38, 1.10)  0.343
H (0.48, 2.45, 0.29)  0.324
H (0.06, 1.49, -1.26)  0.361
H (-0.44, -2.34, -0.73)  0.371
H (-0.80, 0.81, 1.51)  0.274

Values from the calculation:
**HOMO level (alpha / beta)**: -0.50306 / -0.50175 Eh
**Total charge**: +1
**LUMO (alpha / beta)**: -5.50 / -5.46 eV


model Q is favored, and the nearest alternative lies 134.8 kJ/mol above it.


Model P:
Below is an isolated molecule of C22H25N3O4, with properties calculated with the ωB97M-V functional and the def2-TZVPD basis.

Last column: Mulliken charge in e.
Cartesian coordinates (Å):
C (-6.76, 1.68, 1.84)  -0.950
H (-7.34, 2.60, 1.82)  0.233
O (-5.90, 1.75, 0.73)  -0.410
C (-5.04, 0.72, 0.51)  0.984
C (-4.93, -0.42, 1.29)  -0.387
C (-4.02, -1.42, 0.98)  -1.216
C (-3.21, -1.29, -0.13)  0.080
C (-3.30, -0.15, -0.93)  -0.312
C (-4.20, 0.85, -0.62)  0.894
O (-4.36, 2.00, -1.34)  -0.446
C (-3.56, 2.18, -2.48)  -0.868
H (-2.49, 2.20, -2.23)  0.339
H (-3.74, 1.40, -3.23)  0.357
H (-3.85, 3.15, -2.89)  0.226
H (-2.65, -0.08, -1.78)  0.529
C (-2.18, -2.34, -0.48)  -1.498
N (-0.84, -1.85, -0.21)  0.110
C (-0.05, -1.34, -1.16)  0.085
O (-0.33, -1.27, -2.34)  -0.712
C (1.31, -0.85, -0.60)  0.132
N (2.09, -1.98, -0.11)  -0.034
C (1.95, -2.49, 1.13)  0.738
O (1.07, -2.13, 1.88)  -0.707
C (2.97, -3.54, 1.48)  -1.312
H (3.97, -3.11, 1.47)  0.324
H (2.94, -4.36, 0.76)  0.339
H (2.76, -3.93, 2.47)  0.357
H (2.83, -2.31, -0.71)  0.352
H (1.11, -0.20, 0.26)  0.264
C (2.10, -0.11, -1.68)  -1.080
C (3.45, 0.29, -1.17)  0.802
C (4.65, -0.26, -1.49)  -0.847
N (5.66, 0.35, -0.79)  -0.001
C (5.12, 1.31, 0.01)  -0.594
C (5.72, 2.19, 0.90)  -0.847
C (4.91, 3.07, 1.58)  -0.446
C (3.53, 3.08, 1.38)  -0.826
C (2.92, 2.22, 0.50)  -0.288
C (3.72, 1.31, -0.20)  0.909
H (1.85, 2.24, 0.35)  0.477
H (2.93, 3.79, 1.93)  0.387
H (5.35, 3.77, 2.28)  0.383
H (6.79, 2.19, 1.05)  0.381
H (6.64, 0.14, -0.87)  0.169
H (4.87, -1.04, -2.19)  0.461
H (1.53, 0.77, -1.97)  0.466
H (2.20, -0.75, -2.55)  0.422
H (-0.51, -1.84, 0.75)  0.243
H (-2.22, -2.56, -1.55)  0.388
H (-2.34, -3.25, 0.09)  0.514
H (-3.95, -2.29, 1.61)  0.324
H (-5.56, -0.54, 2.16)  0.371
H (-6.20, 1.63, 2.78)  0.369
H (-7.43, 0.82, 1.77)  0.369

Values from the calculation:
**HOMO level**: -0.28834 Eh
**Structure (SMILES)**: COc1ccc(CNC(=O)[C@H](Cc2c[nH]c3ccccc23)NC(C)=O)cc1OC
**LUMO**: 0.57 eV


Model Q:
Below is an isolated molecule of C22H25N3O4, with properties calculated with the ωB97M-V functional and the def2-TZVPD basis.

Last column: Mulliken charge in e.
Cartesian coordinates (Å):
O (0.78, 1.98, 4.59)  -0.708
C (0.62, 1.76, 3.40)  0.671
N (0.76, 0.53, 2.87)  0.440
H (0.69, 0.36, 1.87)  -0.171
C (1.23, -0.60, 3.63)  -1.208
H (0.58, -1.45, 3.45)  0.347
H (1.18, -0.32, 4.69)  0.498
C (2.68, -0.93, 3.26)  -0.879
N (2.86, -1.02, 1.82)  0.322
C (2.24, -2.20, 1.24)  -0.628
C (2.40, -2.14, -0.28)  -0.540
H (2.01, -3.05, -0.74)  0.339
O (3.75, -2.06, -0.67)  -0.469
C (4.36, -0.93, -0.09)  -0.607
C (4.26, -0.97, 1.44)  -0.642
H (4.72, -0.07, 1.85)  0.417
H (4.81, -1.86, 1.81)  0.334
H (5.40, -0.94, -0.41)  0.379
H (3.87, -0.02, -0.45)  0.281
H (1.85, -1.27, -0.66)  0.235
H (1.18, -2.20, 1.47)  0.332
H (2.70, -3.13, 1.62)  0.387
H (2.99, -1.86, 3.78)  0.352
H (3.32, -0.12, 3.62)  0.476
C (0.25, 2.89, 2.45)  -0.797
H (-0.48, 3.51, 2.97)  0.351
H (1.16, 3.50, 2.34)  0.334
C (-0.27, 2.52, 1.07)  -0.538
C (-1.60, 1.77, 1.15)  -1.283
N (-1.96, 1.19, -0.14)  0.279
C (-1.33, 0.01, -0.48)  0.100
O (-0.50, -0.48, 0.26)  -0.606
C (-1.70, -0.59, -1.77)  0.669
C (-1.13, -1.79, -2.16)  -0.449
C (-1.48, -2.37, -3.39)  -0.875
C (-2.40, -1.76, -4.21)  -0.717
C (-3.00, -0.54, -3.84)  0.497
C (-3.95, 0.12, -4.65)  -0.744
C (-4.51, 1.30, -4.25)  -0.696
C (-4.16, 1.88, -3.03)  -0.413
C (-3.24, 1.26, -2.21)  0.143
C (-2.65, 0.05, -2.60)  0.570
C (-2.88, 1.88, -0.92)  0.340
O (-3.35, 2.93, -0.54)  -0.672
H (-4.60, 2.81, -2.71)  0.525
H (-5.23, 1.80, -4.88)  0.400
H (-4.22, -0.33, -5.60)  0.417
H (-2.67, -2.21, -5.15)  0.418
H (-1.03, -3.30, -3.68)  0.423
H (-0.41, -2.26, -1.51)  0.561
H (-2.40, 2.45, 1.44)  0.565
H (-1.54, 0.95, 1.88)  0.509
H (0.46, 1.91, 0.54)  0.306
H (-0.42, 3.43, 0.49)  0.421

Values from the calculation:
**HOMO level**: -0.32257 Eh
**Structure (SMILES)**: O=C(CCCN1C(=O)c2cccc3cccc(c23)C1=O)NCCN1CCOCC1
**LUMO**: -1.08 eV


model Q is favored, and the nearest alternative lies 106.6 kJ/mol above it.


Model P:
Below is a cluster of 2 separate species, C7H14IN2 in total, with properties calculated with the ωB97M-V functional and the def2-TZVPD basis.

Last column: Mulliken charge in e.
Cartesian coordinates (Å):
C (1.27, 1.18, 0.17)  0.802
C (-1.85, -0.30, -0.77)  -0.157
C (0.32, 2.05, -0.64)  -1.085
C (2.63, 1.37, 0.77)  -1.057
C (-0.88, -1.00, 1.76)  -1.968
C (-0.02, -2.15, -0.26)  -1.637
C (-0.23, -0.75, 0.46)  1.356
N (0.84, 0.06, 0.54)  -0.315
N (-1.83, -0.40, -2.06)  -0.177
I (-3.48, 0.64, 0.21)  0.203
H (-0.67, 1.97, -0.36)  0.307
H (0.69, 3.03, -0.58)  0.393
H (0.47, 1.71, -1.65)  0.280
H (3.34, 1.42, -0.10)  0.275
H (2.82, 2.40, 1.32)  0.294
H (2.92, 0.58, 1.40)  0.357
H (-0.22, -1.42, 2.38)  0.549
H (-1.10, -0.04, 2.32)  0.338
H (-1.62, -1.76, 1.59)  0.514
H (0.89, -2.63, -0.05)  0.459
H (-0.69, -2.92, 0.04)  0.428
H (0.03, -2.05, -1.31)  0.393
H (-1.13, -0.95, -2.50)  0.200
H (-2.52, -0.04, -2.66)  0.246

Values from the calculation:
**HOMO level**: -0.47089 Eh
**Total charge**: +1
**LUMO**: -3.97 eV


Model Q:
Below is a cluster of 2 separate species, C7H14IN2 in total, with properties calculated with the ωB97M-V functional and the def2-TZVPD basis.

Last column: Mulliken charge in e.
Cartesian coordinates (Å):
C (1.53, 2.38, -0.29)  -0.095
C (-0.74, 1.43, 0.31)  -0.495
C (0.31, 0.52, 0.89)  -0.207
C (-3.05, -1.74, -0.59)  -1.255
C (4.16, 1.39, -0.36)  -0.686
C (0.45, -0.82, 0.23)  -0.875
C (-1.94, -1.52, 0.36)  -0.277
N (0.64, 1.71, 0.23)  0.150
N (-0.74, -1.32, -0.43)  -0.248
I (4.02, -0.30, 0.68)  0.325
H (1.46, 3.38, -0.67)  0.356
H (-1.21, 1.18, -0.73)  0.261
H (-1.61, 2.03, 0.88)  0.263
H (0.56, 0.61, 1.87)  0.457
H (-2.86, -2.59, -1.35)  0.302
H (-3.89, -2.09, 0.04)  0.367
H (-3.25, -0.87, -1.11)  0.346
H (4.46, 1.36, -1.40)  0.379
H (3.96, 2.33, 0.21)  0.403
H (1.11, -0.67, -0.63)  0.400
H (1.02, -1.44, 0.96)  0.235
H (-2.02, -0.58, 0.97)  0.219
H (-1.78, -2.30, 1.00)  0.437
H (-0.59, -2.07, -1.07)  0.238

Values from the calculation:
**HOMO level (alpha / beta)**: -0.44546 / -0.44794 Eh
**Total charge**: +1
**LUMO (alpha / beta)**: -5.78 / -4.86 eV


model P is favored, and the nearest alternative lies 405.6 kJ/mol above it.